Here is a single C22H27N3O2 molecule from the Open Molecules 2025 dataset. Energies are from ωB97M-V/def2-TZVPD.

The geometry in XYZ format:
```
54
Properties=species:S:1:pos:R:3:nbo_charge:R:1
O -3.298 -0.091 -1.755 -0.62
O -0.280 -0.518 1.987 -0.71
N -2.345 0.729 0.137 -0.63
N 0.785 -1.021 0.060 -0.63
N -1.246 -2.019 0.596 -0.46
C 5.725 -1.625 -0.490 -0.22
C 3.533 -1.853 0.457 -0.23
C -2.624 -3.461 -0.818 -0.41
C -3.560 -1.382 0.263 -0.33
C -1.286 2.505 2.029 -0.69
C -0.242 2.749 -2.127 -0.20
C 0.739 4.456 1.091 -0.63
C 5.389 -0.364 -0.952 -0.19
C 1.819 -0.030 0.265 -0.27
C -1.164 1.815 -1.699 -0.25
C 0.045 3.527 0.137 -0.03
C 4.793 -2.369 0.215 -0.21
C -2.516 -1.856 1.280 -0.23
C -0.901 2.603 0.580 0.03
C -1.329 -2.658 -0.708 -0.23
C -1.486 1.730 -0.350 0.14
C -3.855 -2.554 -0.687 -0.41
C 4.126 0.149 -0.714 -0.25
C 0.366 3.589 -1.214 -0.23
C -0.249 -1.138 0.931 0.81
C 3.188 -0.589 -0.006 0.05
C -3.055 -0.182 -0.569 0.70
H -0.895 3.339 2.600 0.22
H -4.119 -2.141 -1.662 0.25
H 2.806 -2.426 1.013 0.22
H 5.051 -3.353 0.579 0.21
H -4.475 -1.067 0.775 0.24
H 1.248 3.896 1.874 0.22
H -1.637 1.153 -2.405 0.25
H 1.098 4.309 -1.552 0.20
H 0.009 2.813 -3.176 0.21
H -0.471 -3.330 -0.830 0.21
H -0.884 1.585 2.458 0.26
H 6.709 -2.027 -0.678 0.21
H -2.357 -1.162 2.107 0.24
H -2.837 -2.807 1.715 0.20
H -1.310 -1.913 -1.516 0.19
H 0.028 5.135 1.561 0.22
H 6.112 0.220 -1.502 0.21
H -2.370 2.503 2.141 0.21
H 1.478 5.054 0.563 0.22
H -2.629 -4.229 -0.043 0.20
H 0.734 -1.438 -0.853 0.40
H -4.701 -3.137 -0.323 0.21
H -2.638 -3.969 -1.783 0.23
H 3.865 1.133 -1.078 0.21
H 1.634 0.849 -0.367 0.21
H -2.258 0.587 1.133 0.42
H 1.735 0.281 1.312 0.25
```

The charge is 0. The calculation puts the energy relative to the best compared isomer or geometry (same formula, charge and spin) at 6.4 kJ/mol. The frontier orbital gap is 9.03 eV. As for the structure (SMILES): Cc1cccc(NC(=O)[C@H]2CCCN(C(=O)NCc3ccccc3)C2)c1C.


Here is a molecular structure, C38H54N4O10S3ScSi from the Open Molecules 2025 dataset. Energies are from ωB97M-V/def2-TZVPD.

The geometry in XYZ format:
```
111
Properties=species:S:1:pos:R:3:nbo_charge:R:1
Sc 0.103 -1.226 -0.246 1.81
S -2.376 -1.400 -0.617 -0.99
S 3.004 -0.765 0.492 2.43
S 1.895 -2.976 -2.293 2.45
Si -2.687 -2.838 -2.116 2.25
O 0.389 -2.875 0.636 -1.01
O 0.790 -2.091 -1.877 -1.07
O 4.027 0.265 0.439 -0.97
O 1.476 -4.361 -2.382 -0.97
O -2.141 -2.340 -3.573 -0.96
O 1.845 -0.373 -0.332 -1.09
O -4.306 -3.116 -2.262 -0.96
O 2.548 -2.462 -3.483 -0.97
O 2.621 -1.112 1.848 -0.96
O -2.050 -4.313 -1.934 -0.94
N -2.465 0.976 1.647 -0.43
N -0.260 -0.535 2.069 -0.54
N -0.171 0.675 -2.051 -0.55
N -0.270 1.945 0.320 -0.43
C 0.529 0.186 2.861 0.28
C 0.742 1.633 -1.898 0.34
C 1.106 1.469 2.336 -0.44
C -0.800 -1.651 2.571 0.10
C -0.210 0.029 -3.216 0.07
C -2.731 1.761 0.617 0.25
C 1.692 1.202 -4.047 -0.14
C -6.374 -2.807 -3.356 -0.61
C 5.570 -3.775 0.364 -0.21
C -1.795 -3.040 -4.759 0.28
C -0.309 -3.391 -4.738 -0.64
C -2.114 -2.067 -5.902 -0.61
C -2.327 -4.769 0.423 -0.64
C -5.140 -0.827 -2.461 -0.66
C 0.045 2.357 1.680 -0.22
C -5.072 1.317 0.810 -0.18
C -3.445 -6.154 -1.347 -0.63
C 1.683 1.936 -2.875 -0.28
C 3.756 -2.263 -0.129 -0.31
C -3.452 0.333 2.234 0.05
C -1.580 2.418 -0.097 -0.25
C 5.137 -4.601 -0.664 -0.23
C 3.290 -3.097 -1.119 -0.29
C 1.199 -3.835 1.199 -0.23
C -5.457 -2.303 -2.232 0.29
C 4.876 -2.608 0.619 -0.18
C 0.350 -1.407 4.646 -0.16
C 0.828 -0.205 4.166 -0.22
C -0.932 -6.198 -1.090 -0.62
C -4.040 1.998 0.192 -0.25
C -6.122 -2.484 -0.861 -0.63
C -4.774 0.443 1.843 -0.22
C 4.014 -4.255 -1.390 -0.13
C -0.506 -2.136 3.837 -0.29
C 0.701 0.255 -4.237 -0.26
C -2.601 -4.329 -4.934 -0.64
C -2.196 -5.340 -0.987 0.28
C 0.749 2.402 -0.604 -0.27
H -1.458 -4.141 0.623 0.25
H -5.544 -0.126 2.340 0.20
H 0.650 3.490 -0.820 0.18
H 0.628 -4.403 1.959 0.15
H -3.222 -4.154 0.490 0.21
H -1.604 -1.122 -5.732 0.21
H -1.539 -2.148 1.948 0.24
H -6.059 -0.245 -2.486 0.20
H -3.320 -6.608 -2.326 0.20
H -4.608 -0.711 -3.400 0.21
H -6.094 1.456 0.488 0.21
H -0.102 -4.048 -3.898 0.25
H 5.159 -1.930 1.411 0.24
H -1.698 2.186 -1.159 0.24
H 3.636 -4.885 -2.177 0.24
H -4.243 2.697 -0.606 0.21
H -5.429 -2.129 -0.103 0.23
H 1.881 1.195 1.619 0.24
H -1.004 -0.700 -3.326 0.26
H 2.450 1.368 -4.799 0.21
H -2.322 -5.026 -4.152 0.23
H 6.433 -4.040 0.961 0.21
H 2.076 -3.390 1.702 0.18
H -0.872 -6.895 -0.257 0.19
H -1.799 -2.480 -6.856 0.20
H 0.610 -1.749 5.640 0.21
H -6.326 -3.539 -0.693 0.21
H -0.929 -6.751 -2.026 0.20
H -4.300 -5.485 -1.384 0.22
H -5.872 -2.679 -4.312 0.21
H -3.612 -6.933 -0.608 0.19
H -3.155 -0.298 3.062 0.19
H -2.381 -5.575 1.153 0.19
H -4.495 -0.475 -1.663 0.25
H -0.927 -3.071 4.172 0.22
H -0.067 -5.537 -1.092 0.25
H -2.381 -4.768 -5.906 0.20
H 1.736 2.252 -0.158 0.24
H 2.408 2.718 -2.697 0.21
H -7.308 -2.250 -3.364 0.19
H 0.654 -0.323 -5.145 0.22
H 0.308 -2.510 -4.598 0.22
H -1.657 3.521 0.027 0.17
H 0.395 3.408 1.695 0.16
H 5.667 -5.517 -0.889 0.21
H -6.590 -3.863 -3.218 0.21
H -0.871 2.276 2.264 0.24
H -3.185 -1.875 -5.928 0.20
H -7.054 -1.926 -0.804 0.19
H 1.572 -4.555 0.444 0.17
H 1.456 0.426 4.776 0.20
H -3.665 -4.128 -4.854 0.21
H 1.584 2.013 3.156 0.21
H -0.018 -3.888 -5.662 0.20
```

The charge is -1. The frontier orbital gap is 7.99 eV.


Here is a molecular structure, C36H30BrNO4S4Ti from the Open Molecules 2025 dataset. Energies are from ωB97M-V/def2-TZVPD.

The geometry in XYZ format:
```
77
Properties=species:S:1:pos:R:3:mulliken_charge:R:1
Br -5.253 2.513 -1.674 -0.19
Ti 0.162 -0.423 0.367 -0.13
S 1.313 1.935 0.308 -0.29
S 0.735 -3.235 0.442 0.17
S -1.951 -2.173 -0.960 -0.41
S -0.405 0.280 2.692 -0.48
O 3.320 0.407 2.251 -0.65
O -1.358 0.533 -0.124 1.24
O 1.942 -0.829 0.962 0.69
O -2.312 2.166 -1.307 -0.73
N 0.978 -0.589 -1.536 0.94
C -0.701 1.979 2.232 0.18
C -0.799 -5.208 1.456 -0.72
C 0.977 -3.091 -1.367 -1.82
C 5.686 -3.966 1.305 0.79
C -4.938 1.336 -0.208 0.06
C -3.155 -4.323 0.298 -0.76
C -1.373 4.674 1.588 -0.75
C 6.611 -5.154 1.183 -1.47
C 5.729 -2.935 0.369 -1.18
C -6.083 0.918 0.460 -0.50
C 2.925 -2.696 3.609 -1.39
C -3.680 0.891 0.186 0.11
C -1.984 -5.862 1.748 -0.62
C 3.046 -0.593 1.632 -0.97
C 1.446 -1.772 -1.954 1.18
C 0.876 1.889 -1.488 -0.39
C -0.372 4.013 0.900 -0.36
C -2.030 4.001 2.611 -0.61
C 4.897 -1.828 0.474 1.39
C -5.987 0.054 1.540 -0.48
C -2.385 1.272 -0.492 0.05
C 2.303 -1.819 -3.054 -0.99
C 3.928 -2.774 2.486 1.18
C -3.611 0.028 1.281 0.12
C 2.619 -0.651 -3.712 -0.67
C 2.139 0.557 -3.245 -1.01
C 4.945 -0.712 -0.541 -1.35
C -3.162 -5.415 1.148 -0.51
C 1.336 0.567 -2.110 0.54
C -1.972 -3.608 0.017 0.36
C 4.002 -1.756 1.542 0.72
C 4.782 -3.868 2.353 -1.13
C -0.046 2.692 1.197 0.58
C -1.696 2.692 2.920 -0.61
C -4.743 -0.389 1.958 -1.18
C -0.791 -4.104 0.602 0.14
H 3.039 -3.537 4.295 0.39
H 2.386 1.491 -3.733 0.48
H -4.646 -1.065 2.799 0.44
H 5.173 0.241 -0.059 0.35
H -6.889 -0.266 2.050 0.38
H 5.700 -0.906 -1.304 0.35
H 3.262 -0.677 -4.585 0.38
H 3.980 -0.593 -1.039 0.08
H 6.460 -5.855 2.005 0.34
H 2.692 -2.773 -3.383 0.48
H 7.658 -4.843 1.196 0.33
H -7.047 1.276 0.125 0.40
H 3.033 -1.766 4.170 0.32
H 6.425 -2.999 -0.465 0.33
H 1.673 -3.863 -1.688 0.67
H -0.202 2.026 -1.570 -0.04
H -2.225 2.168 3.707 0.40
H -2.636 -0.302 1.605 0.31
H 1.390 2.700 -1.999 0.68
H -2.815 4.497 3.170 0.36
H -4.098 -5.924 1.352 0.35
H -1.635 5.693 1.330 0.36
H 6.444 -5.693 0.247 0.31
H 0.162 4.518 0.103 0.37
H -1.992 -6.704 2.430 0.36
H -4.074 -3.972 -0.156 0.41
H 4.728 -4.669 3.086 0.24
H 1.905 -2.706 3.218 0.16
H 0.135 -5.542 1.897 0.41
H -0.015 -3.272 -1.790 0.49
```

The charge is -1. The spin multiplicity is 2. The calculation puts the energy relative to the best compared isomer or geometry (same formula, charge and spin) at 0.0 kJ/mol. The frontier orbital gap (spin up / spin down) is 6.59 / 6.62 eV.


Here is a molecular structure, C6H26BaO8 from the Open Molecules 2025 dataset. Energies are from ωB97M-V/def2-TZVPD.

The geometry in XYZ format:
```
41
Properties=species:S:1:pos:R:3:mulliken_charge:R:1
Ba -0.102 -0.414 -0.408 1.80
O 0.074 0.639 2.197 -1.10
O -2.409 -1.420 0.984 -0.24
O 1.295 2.119 0.410 -0.36
O -1.969 1.435 -0.910 -0.34
O -0.603 -2.389 -1.839 -1.03
O 0.683 0.551 -2.879 -0.29
O 0.467 -1.974 1.965 -0.30
O 2.529 -1.275 -0.588 -0.21
C -3.292 -1.214 2.070 -0.75
C 0.256 1.673 -3.649 -0.61
C 1.045 3.497 0.340 -0.68
C 3.058 -2.194 -1.530 -0.70
C 1.452 -2.768 2.580 -0.79
C -2.379 2.259 0.199 -0.53
H -3.093 -1.917 2.881 0.31
H 0.007 3.750 0.580 0.23
H -2.399 -2.357 0.762 0.23
H 1.084 2.334 -3.908 0.28
H -0.073 -3.180 -1.696 0.11
H 1.043 -3.374 3.397 0.26
H 1.248 -0.004 -3.422 0.19
H 3.486 -1.678 -2.393 0.26
H 0.321 -1.104 2.426 0.34
H -4.338 -1.279 1.757 0.28
H 3.837 -2.829 -1.088 0.32
H 1.274 3.837 -0.670 0.24
H -1.651 2.238 1.002 0.14
H 0.923 1.740 1.255 0.25
H -0.256 1.362 -4.566 0.32
H 2.291 -2.169 2.946 0.29
H -0.750 0.514 2.684 0.09
H -2.581 1.598 -1.632 0.16
H 1.683 4.069 1.030 0.28
H -3.106 -0.209 2.448 0.23
H -3.337 1.879 0.572 0.25
H -0.466 2.222 -3.049 0.13
H -2.595 3.258 -0.188 0.35
H 2.247 -2.848 -1.839 0.20
H 3.249 -0.905 -0.071 0.17
H 1.846 -3.473 1.841 0.22
```

The charge is 0. The calculation puts the energy relative to the best compared isomer or geometry (same formula, charge and spin) at 0.0 kJ/mol. The frontier orbital gap is 7.98 eV.